No. 1
{"formula": "C20H25N5O4", "method": "wB97M-V/def2-TZVPD", "lumo_ev": 0.2, "homo_lumo_gap_ev": 8.50, "multiplicity": 1, "total_charge": 0, "e_above_lowest_kcal_mol": 2.4, "smiles": "CCCCCCc1nc(C(N)=O)c2[nH]c(=O)n(-c3ccc(OC)cc3OC)c2n1", "elements": ["C", "C", "C", "C", "C", "H", "H", "C", "C", "N", "C", "C", "N", "C", "O", "N", "C", "N", "C", "C", "C", "C", "C", "C", "O", "C", "H", "H", "H", "H", "O", "C", "H", "H", "H", "H", "H", "H", "C", "O", "N", "H", "H", "H", "H", "H", "H", "H", "H", "H", "H", "H", "H", "H"], "positions_angstrom": [[2.0928, 0.9379, 0.8159], [2.5241, 2.1688, 0.0282], [1.8047, 3.4542, 0.4425], [0.2942, 3.4354, 0.1745], [-0.5294, 3.0562, 1.4041], [-0.4222, 3.8332, 2.1643], [-0.1676, 2.1179, 1.8188], [-2.0101, 2.8955, 1.0628], [-2.2623, 1.7486, 0.1315], [-3.2333, 1.8968, -0.7511], [-3.5232, 0.8932, -1.5936], [-2.7910, -0.2734, -1.5221], [-2.7814, -1.4665, -2.1800], [-1.7917, -2.2832, -1.6657], [-1.5460, -3.4143, -1.9851], [-1.1608, -1.5388, -0.6581], [-1.7630, -0.3241, -0.5456], [-1.4959, 0.6604, 0.2813], [-0.0418, -1.9836, 0.0803], [-0.0661, -1.9798, 1.4601], [1.0250, -2.4168, 2.1920], [2.1513, -2.8781, 1.5230], [2.1845, -2.8728, 0.1269], [1.1061, -2.4131, -0.6094], [1.0736, -2.3045, -1.9573], [2.1363, -2.8504, -2.7018], [1.8576, -2.7221, -3.7462], [3.0746, -2.3207, -2.5068], [2.2634, -3.9152, -2.4893], [3.0852, -3.2257, -0.3469], [3.2794, -3.3429, 2.1223], [3.3317, -3.3683, 3.5289], [3.2341, -2.3635, 3.9516], [2.5565, -4.0173, 3.9479], [4.3119, -3.7708, 3.7794], [0.9771, -2.3983, 3.2678], [-0.9491, -1.6238, 1.9669], [-3.4165, -1.7032, -2.9273], [-4.6232, 1.0601, -2.5860], [-4.9220, 0.1744, -3.3657], [-5.2221, 2.2604, -2.5170], [-5.9800, 2.4918, -3.1355], [-4.8892, 2.9154, -1.8284], [-2.4092, 3.8018, 0.6050], [-2.5741, 2.7082, 1.9811], [-0.0291, 4.4228, -0.1646], [0.0809, 2.7305, -0.6309], [2.2562, 4.2800, -0.1126], [1.9826, 3.6410, 1.5037], [3.5989, 2.3189, 0.1630], [2.3495, 1.9917, -1.0358], [1.0508, 0.6969, 0.6258], [2.2245, 1.1031, 1.8833], [2.6929, 0.0764, 0.5297]]}

No. 2
{"formula": "C33H58BF6N6O5P", "method": "wB97M-V/def2-TZVPD", "lumo_ev": -0.9, "homo_lumo_gap_ev": 7.66, "multiplicity": 1, "total_charge": 0, "smiles": "CCCCCC[C@]1(B(O)N(C)C)[C@@](CC(C)C)(NCCCC)C(=O)N[C@@]1([PH2]=N)C(=O)C(F)(F)C(F)(F)C(F)(F)C(=O)O.CCCC#N.CCCC#N", "elements": ["C", "C", "C", "C", "C", "C", "C", "B", "O", "N", "C", "C", "C", "C", "C", "C", "C", "N", "C", "C", "C", "C", "C", "O", "N", "C", "P", "N", "C", "O", "C", "F", "F", "C", "F", "F", "C", "F", "F", "C", "O", "O", "H", "H", "H", "H", "H", "H", "H", "H", "H", "H", "H", "H", "H", "H", "H", "H", "H", "H", "H", "H", "H", "H", "H", "H", "H", "H", "H", "H", "H", "H", "H", "H", "H", "H", "H", "H", "H", "H", "H", "H", "H", "H", "H", "H", "C", "C", "C", "C", "N", "H", "H", "H", "H", "H", "H", "H", "C", "C", "C", "C", "N", "H", "H", "H", "H", "H", "H", "H"], "positions_angstrom": [[4.8265, 3.9929, 0.1958], [5.6309, 2.9305, -0.7460], [5.6529, 1.4336, -0.0923], [4.5116, 0.5967, -0.8466], [4.0320, -0.7292, -0.0245], [2.7032, -1.3724, -0.6072], [1.2831, -0.9857, 0.0196], [1.3478, -1.5886, 1.5484], [0.2224, -1.3493, 2.4668], [2.4427, -2.4316, 2.1236], [1.8796, -3.7113, 2.7282], [2.9624, -1.6875, 3.3475], [0.1861, -1.6219, -1.0092], [0.5680, -2.8023, -2.0230], [0.4088, -4.3041, -1.5152], [0.2109, -5.1952, -2.8731], [1.6788, -4.9516, -0.7845], [-1.1131, -2.0784, -0.5051], [-2.2988, -1.7972, -1.3310], [-3.3610, -3.0021, -1.0390], [-4.0204, -2.9255, 0.4169], [-5.1757, -1.7941, 0.5158], [0.2444, -0.3324, -2.0405], [-0.2826, -0.1912, -3.1628], [1.1493, 0.7600, -1.5483], [0.9857, 0.6221, -0.0370], [1.9480, 1.7715, 1.1177], [1.2165, 1.9638, 2.5591], [-0.5031, 1.1976, 0.0912], [-1.3429, 0.5515, 0.7806], [-1.0377, 2.6245, -0.3755], [-1.8470, 3.1059, 0.7076], [-0.0210, 3.6295, -0.5206], [-1.9232, 2.7391, -1.6818], [-2.3353, 4.1247, -1.7300], [-1.1552, 2.5916, -2.8795], [-3.2676, 1.8891, -1.7702], [-3.0785, 0.8924, -2.7471], [-3.8043, 1.4408, -0.5512], [-4.4040, 2.8781, -2.3926], [-4.5609, 2.9485, -3.6189], [-5.2202, 3.5994, -1.4784], [4.4069, 3.5055, 1.1373], [5.5429, 4.8646, 0.4316], [3.9330, 4.4236, -0.3907], [5.0343, 2.8820, -1.7298], [6.6698, 3.3034, -1.0279], [5.4390, 1.5720, 1.0172], [6.6790, 0.9485, -0.2917], [4.9927, 0.1802, -1.8074], [3.6534, 1.2956, -1.1090], [4.0775, -0.5675, 1.1000], [4.8761, -1.4905, -0.2425], [2.8126, -2.5132, -0.4718], [2.7823, -1.2209, -1.7504], [-0.4012, -2.1175, 2.4295], [2.5223, -4.5552, 2.2678], [2.0176, -3.7687, 3.8549], [0.8162, -3.8989, 2.3677], [2.1995, -1.6341, 4.1923], [3.2596, -0.6061, 3.1052], [3.8579, -2.3092, 3.7288], [1.5580, -2.7282, -2.5755], [-0.2097, -2.7135, -2.8782], [-0.5053, -4.5415, -0.8888], [-0.1151, -6.2627, -2.6480], [1.2521, -5.2544, -3.3738], [-0.4786, -4.6975, -3.6296], [1.6877, -6.0696, -1.0797], [2.6897, -4.5406, -1.1030], [1.4815, -4.9347, 0.3353], [-1.2835, -1.9737, 0.4920], [-2.1526, -1.8040, -2.4553], [-2.8087, -0.8578, -0.9222], [-2.7808, -4.0002, -1.0816], [-4.1604, -3.0548, -1.8692], [-3.2297, -2.8463, 1.2359], [-4.5480, -3.9401, 0.5839], [-4.9916, -1.0169, -0.3016], [-5.1157, -1.3512, 1.5655], [-6.2219, -2.2644, 0.4257], [0.9694, 1.6928, -1.9405], [2.1082, 3.1082, 0.5720], [3.2602, 1.3400, 1.4730], [0.3644, 1.3875, 2.6019], [-5.5144, 4.3867, -2.0025], [-0.3155, 6.3120, -2.6401], [-1.1195, 7.0286, -3.7196], [-0.3927, 8.2467, -4.2945], [-0.1314, 9.2472, -3.2064], [0.0737, 10.0310, -2.3518], [-0.1347, 6.9576, -1.7766], [-0.8589, 5.4364, -2.2815], [0.6515, 5.9774, -3.0286], [-2.0824, 7.3359, -3.2994], [-1.3323, 6.3253, -4.5302], [-1.0017, 8.7163, -5.0710], [0.5589, 7.9498, -4.7434], [-3.5688, -1.9365, 5.2786], [-3.6338, -3.3466, 5.8567], [-2.2832, -4.0662, 5.8245], [-1.8069, -4.1941, 4.4078], [-1.4351, -4.2944, 3.2950], [-3.2868, -1.9463, 4.2225], [-4.5455, -1.4522, 5.3486], [-2.8448, -1.3225, 5.8225], [-4.3755, -3.9254, 5.2973], [-3.9833, -3.2911, 6.8916], [-2.3778, -5.0641, 6.2599], [-1.5389, -3.5131, 6.4035]]}